85
Properties=species:S:1:pos:R:3:forces:R:3:lowdin_charge:R:1 method="wB97M-V/def2-TZVPD" lumo_ev=0.5 smiles="COc1cccc(NC(=O)[C@@H]2[C@H]3C(=O)N(CCCN4CCC(C)CC4)[C@H](C(=O)NC4CCCCC4)[C@]34C=C[C@H]2O4)c1" orbital_gap_ev=8.894 e_tot_ev=-50097.654
C -6.54988 -2.76524 0.04486 0.128 -0.204 0.031 -0.082
O -7.29070 -1.58049 -0.13515 -0.097 0.308 -0.044 -0.078
C -6.61870 -0.40641 -0.25331 -0.048 0.375 -0.048 -0.268
C -7.40543 0.73230 -0.43756 -0.073 -0.226 0.025 -0.016
C -6.80736 1.96792 -0.56810 0.036 -0.122 0.017 -0.083
C -5.43020 2.09312 -0.51775 0.173 -0.021 0.009 -0.045
C -4.64358 0.96107 -0.33377 -0.394 0.017 0.000 -0.212
N -3.25258 1.13480 -0.28557 -0.142 0.436 -0.033 0.148
C -2.27550 0.21076 -0.10020 0.451 0.201 -0.178 -0.414
O -2.45404 -0.97892 0.04946 -0.149 -0.189 0.003 0.088
C -0.89270 0.84359 -0.04576 0.197 -0.096 0.021 -0.087
C 0.23468 -0.18217 -0.11162 0.055 0.153 -0.042 -0.060
C 1.32428 -0.04957 -1.16361 -0.476 -0.020 0.271 -0.406
O 1.17228 0.07216 -2.35880 -0.071 0.135 -0.423 0.085
N 2.51242 -0.19736 -0.53183 0.228 -0.179 0.211 -0.007
C 3.75970 -0.37101 -1.23721 0.299 0.101 -0.141 -0.132
C 4.71777 0.81647 -1.14284 -0.297 0.052 -0.211 -0.142
C 4.15671 2.07653 -1.80656 0.239 -0.130 0.086 -0.194
N 3.22383 2.77536 -0.94272 -0.007 0.034 -0.059 -0.165
C 3.90440 3.63932 0.00345 -0.007 -0.052 0.306 -0.191
C 2.91361 4.21426 1.00813 0.190 0.203 -0.253 -0.150
C 1.84764 5.03385 0.28504 -0.232 -0.193 0.230 -0.385
C 0.81950 5.58911 1.26477 0.239 0.017 -0.247 -0.067
C 1.19395 4.11809 -0.74684 0.274 0.269 -0.216 -0.151
C 2.23583 3.52903 -1.69131 -0.326 -0.057 -0.040 -0.185
C 2.44740 -0.28662 0.91313 0.010 0.147 0.225 -0.073
C 2.73861 -1.70239 1.44669 0.024 0.441 -0.342 -0.444
O 3.26395 -1.88896 2.52211 0.119 0.068 0.409 0.084
N 2.31718 -2.67609 0.62473 -0.256 -0.348 -0.376 0.135
C 2.43142 -4.09009 0.91689 0.141 -0.320 0.363 -0.299
C 3.43706 -4.76037 -0.02545 -0.036 0.223 -0.036 -0.142
C 2.92295 -4.80287 -1.46252 0.032 -0.333 0.138 -0.198
C 1.57552 -5.51582 -1.52540 -0.052 0.295 -0.149 -0.202
C 0.55768 -4.82064 -0.62640 0.069 -0.327 0.119 -0.195
C 1.06005 -4.76426 0.81503 0.004 0.191 -0.054 -0.140
C 1.00741 0.09610 1.21208 -0.183 -0.457 -0.144 -0.322
C 0.14432 -0.46647 2.31615 0.094 0.323 0.103 0.059
C -0.87924 0.37490 2.39637 0.260 0.098 0.153 0.019
C -0.59441 1.45944 1.37555 -0.510 -0.014 0.012 -0.230
O 0.81457 1.49876 1.36846 0.433 0.132 -0.257 -0.016
C -5.23487 -0.28992 -0.20067 -0.013 -0.430 0.049 0.050
H -5.88127 -2.95270 -0.80067 -0.012 0.013 0.037 0.098
H -5.96449 -2.73616 0.96887 -0.009 0.004 -0.040 0.098
H -7.28644 -3.56466 0.10820 0.091 0.026 0.001 0.093
H -8.47656 0.61935 -0.47542 -0.139 -0.011 -0.005 0.115
H -7.41833 2.84613 -0.71125 -0.055 0.072 -0.012 0.105
H -4.96652 3.06345 -0.62148 0.060 0.112 -0.012 0.106
H -2.95573 2.09329 -0.40932 0.077 -0.206 0.003 0.147
H -0.77835 1.61232 -0.81263 -0.027 -0.009 0.000 0.153
H -0.19016 -1.19056 -0.15392 0.123 0.075 -0.016 0.156
H 3.49677 -0.54197 -2.28537 0.054 -0.076 0.106 0.129
H 4.25713 -1.26534 -0.84167 -0.072 -0.006 -0.083 0.123
H 4.95056 1.01593 -0.09717 0.146 0.028 0.062 0.100
H 5.64421 0.53053 -1.64434 0.061 -0.038 0.070 0.115
H 4.99233 2.73532 -2.10558 -0.103 -0.003 -0.043 0.121
H 3.62916 1.77959 -2.71589 0.013 0.040 -0.028 0.120
H 4.66305 3.05655 0.53112 0.048 0.040 -0.041 0.114
H 4.42320 4.46742 -0.52047 0.016 -0.075 0.006 0.127
H 2.42793 3.38997 1.53232 0.003 -0.009 0.095 0.107
H 3.44630 4.83101 1.73476 0.006 0.014 0.062 0.118
H 2.32980 5.87121 -0.23452 0.024 -0.032 -0.021 0.141
H 0.04496 6.14352 0.73820 -0.124 0.068 -0.006 0.075
H 1.29437 6.25777 1.97928 -0.008 0.077 0.130 0.077
H 0.35268 4.77613 1.81685 -0.097 -0.108 0.107 0.071
H 0.71446 3.29828 -0.21510 -0.120 -0.068 0.010 0.088
H 0.44292 4.66049 -1.32614 -0.059 0.013 -0.005 0.120
H 1.74834 2.84612 -2.39234 0.064 0.048 -0.036 0.114
H 2.70688 4.34414 -2.27485 -0.010 -0.037 -0.010 0.129
H 3.13434 0.42137 1.38592 -0.020 -0.146 0.033 0.171
H 1.91058 -2.43013 -0.26370 0.095 0.191 0.063 0.125
H 2.80130 -4.14808 1.94642 -0.078 0.003 -0.181 0.147
H 3.61061 -5.77922 0.32529 0.044 -0.070 0.026 0.119
H 4.38668 -4.22357 0.02209 0.036 -0.036 0.075 0.115
H 3.64796 -5.32373 -2.09097 0.023 0.106 -0.057 0.111
H 2.81976 -3.78870 -1.85595 0.031 0.081 -0.093 0.105
H 1.21142 -5.53224 -2.55423 -0.008 -0.094 -0.012 0.110
H 1.70003 -6.55027 -1.19707 -0.005 -0.092 -0.016 0.115
H -0.39145 -5.35878 -0.65502 -0.061 0.112 -0.030 0.112
H 0.36629 -3.81244 -1.00153 -0.094 0.084 -0.059 0.104
H 1.14793 -5.78012 1.20441 -0.015 -0.062 0.041 0.120
H 0.34386 -4.22559 1.43865 0.015 -0.036 0.091 0.114
H 0.33173 -1.38468 2.83392 -0.059 -0.306 0.155 0.123
H -1.76195 0.32817 3.00144 -0.229 -0.153 0.151 0.118
H -1.02640 2.44052 1.55790 0.044 0.021 -0.014 0.153
H -4.60201 -1.14777 -0.06086 0.003 -0.052 0.006 0.090